Entry 1:
{
  "formula": "H14O7",
  "method": "ωB97M-V/def2-TZVPD",
  "total_energy_ha": -535.04351,
  "e_above_lowest_ev": 2.186,
  "gap_ev": 10.5,
  "e_homo_ev": -10.820,
  "total_charge": 0,
  "elements": ["H", "H", "H", "O", "O", "H", "H", "O", "H", "H", "H", "O", "H", "O", "H", "H", "O", "O", "H", "H", "H"],
  "coordinates": [[1.42, 1.15, 1.41], [2.33, -3.44, 1.67], [-1.94, 1.66, 1.25], [1.44, -3.41, 1.38], [-2.66, -0.67, -1.87], [-2.82, -0.02, -1.19], [2.11, -1.34, -1.66], [0.24, 0.06, 0.26], [1.99, -2.18, -0.40], [0.11, -0.88, 0.44], [-0.33, 2.49, -2.06], [2.55, -1.55, -0.84], [0.97, 2.50, 2.07], [1.42, 1.64, 2.22], [-3.10, -0.37, -2.68], [-2.70, 1.96, -0.04], [-2.01, 1.35, 0.32], [0.41, 1.94, -1.76], [0.00, 1.38, -1.09], [1.18, -2.79, 2.07], [-0.60, 0.51, 0.49]],
  "lowdin_charge": [-0.02, 0.03, 0.10, -0.03, -0.05, -0.01, 0.03, -0.07, -0.02, 0.05, 0.03, -0.04, 0.05, -0.07, 0.04, 0.10, -0.07, -0.06, -0.04, 0.05, 0.00]
}

Entry 2:
{
  "formula": "C2GaO3",
  "method": "ωB97M-V/def2-TZVPD",
  "total_energy_ha": -2225.76460,
  "e_above_lowest_ev": 0.000,
  "gap_ev": [7.9, 8.5],
  "e_homo_ev": [-22.033, -23.899],
  "total_charge": 2,
  "multiplicity": 2,
  "s2": 0.757,
  "elements": ["C", "O", "C", "O", "Ga", "O"],
  "coordinates": [[-1.01, -0.65, -2.68], [-0.27, 0.10, 1.68], [0.61, 1.01, 1.63], [1.42, 1.16, 0.74], [-0.05, -0.90, 0.21], [-0.69, -0.72, -1.59]],
  "lowdin_charge": [0.35, 0.08, -0.02, 0.26, 1.28, 0.05]
}

Entry 3:
{
  "formula": "C37H51AsN4RuSe",
  "method": "ωB97M-V/def2-TZVPD",
  "total_energy_ha": -6391.42273,
  "e_above_lowest_ev": 1.663,
  "gap_ev": [6.7, 6.7],
  "e_homo_ev": [-9.443, -9.394],
  "total_charge": 1,
  "multiplicity": 2,
  "s2": 0.759,
  "elements": ["H", "C", "H", "H", "C", "H", "H", "H", "C", "H", "C", "C", "C", "C", "H", "H", "H", "H", "C", "H", "C", "C", "H", "C", "C", "H", "C", "H", "H", "C", "H", "C", "C", "H", "H", "H", "H", "C", "H", "C", "H", "N", "H", "C", "H", "H", "H", "C", "H", "C", "H", "C", "H", "H", "H", "H", "H", "H", "H", "C", "C", "C", "H", "H", "H", "C", "H", "H", "C", "H", "Se", "C", "N", "C", "C", "H", "Ru", "As", "N", "H", "H", "H", "C", "C", "C", "H", "H", "C", "N", "C", "C", "H", "H", "H", "C"],
  "coordinates": [[1.22, -9.25, 2.57], [2.59, 3.60, 3.97], [-7.05, -5.09, -3.00], [-5.05, -1.77, 1.14], [-0.49, -5.21, 0.57], [1.56, -5.10, -1.88], [-6.97, -6.47, -1.92], [2.39, -0.05, -0.35], [-5.63, -4.88, -1.40], [2.78, -0.21, 5.83], [0.59, -4.59, 4.62], [0.65, 2.43, 3.11], [0.27, -3.95, 3.44], [-1.04, -3.54, 3.19], [-1.54, 1.88, -0.54], [-1.35, -5.93, -1.68], [-5.09, -3.15, 2.21], [-1.32, -4.36, -2.48], [0.82, -5.41, 0.11], [3.44, 5.07, 5.29], [-0.67, 2.53, 2.40], [1.38, 3.60, 3.30], [-0.67, 1.88, 1.53], [-3.17, -4.00, -0.34], [3.03, -0.07, 4.78], [-3.15, -6.62, 1.15], [0.55, -0.57, -1.31], [-3.04, -3.45, 3.97], [-1.60, 0.81, -1.93], [1.81, -0.95, -0.56], [-6.50, -3.73, 0.17], [-6.93, -5.38, -1.96], [-2.02, -3.78, 4.15], [-3.17, -0.48, 1.71], [-4.43, -5.87, -2.88], [0.76, -0.04, -2.24], [-2.28, 0.89, 1.62], [-4.38, -3.59, 0.24], [4.05, 2.36, 4.92], [3.09, 2.39, 4.41], [1.61, -4.90, 4.80], [-2.39, -0.04, 1.23], [-0.02, -1.47, -1.55], [-1.70, -4.43, 5.33], [2.56, -6.65, 0.20], [0.98, 4.54, 2.93], [-2.47, -4.62, 6.07], [-2.66, 0.05, -0.22], [-0.86, 3.55, 2.07], [-4.42, -5.24, -1.99], [-2.90, -5.11, 2.00], [-3.20, -4.81, -1.50], [-0.14, -5.34, 6.50], [0.37, 0.97, 0.00], [2.69, -0.95, 4.25], [2.69, -8.27, 2.47], [2.49, -4.27, -0.66], [-1.48, 2.22, 3.07], [-7.78, -4.99, -1.39], [2.40, 1.19, 4.24], [-2.51, -6.12, 1.88], [-5.58, -4.05, -0.30], [-2.62, -6.63, 2.84], [-0.77, -7.96, 2.52], [2.44, -1.61, -1.16], [1.81, -8.60, 1.92], [-2.68, -0.97, -0.61], [1.45, -2.59, 0.66], [-0.31, -7.24, 1.84], [-3.61, 0.52, -0.45], [0.14, -0.45, 3.60], [-4.50, -2.67, 1.43], [-0.24, 0.25, -0.38], [-1.08, -6.16, 1.43], [1.48, -4.55, -0.94], [4.12, 0.00, 4.70], [-0.63, -1.19, 1.43], [-1.35, -3.50, 0.23], [1.45, -1.57, 0.74], [4.36, 4.82, 3.81], [1.03, -3.76, 2.70], [2.16, -9.20, 1.07], [-0.39, -4.84, 5.57], [1.14, 1.21, 3.60], [-1.96, -5.22, -2.25], [2.11, -1.33, 1.46], [2.85, 5.73, 3.76], [-1.50, 0.83, -0.85], [-1.40, -2.85, 2.00], [1.55, -6.51, 0.56], [1.00, -7.43, 1.44], [0.91, -3.64, -1.17], [-3.54, -2.42, 1.86], [-2.23, -5.69, -3.19], [3.35, 4.88, 4.22]],
  "lowdin_charge": [0.08, -0.27, 0.09, 0.09, -0.30, 0.10, 0.09, 0.13, -0.26, 0.09, -0.07, -0.30, -0.09, -0.43, 0.12, 0.07, 0.09, 0.07, -0.30, 0.09, -0.08, -0.02, 0.01, -0.30, -0.09, 0.10, -0.22, 0.11, 0.13, -0.20, 0.12, -0.04, -0.05, 0.08, 0.12, 0.13, 0.06, -0.28, 0.12, -0.02, 0.11, -0.07, 0.08, -0.07, 0.13, 0.11, 0.11, -0.21, 0.09, -0.01, 0.04, -0.28, 0.11, 0.11, 0.02, 0.09, 0.09, 0.08, 0.08, -0.31, -0.03, -0.01, 0.09, 0.12, 0.12, -0.04, 0.09, 0.04, 0.00, 0.13, 0.75, -0.07, -0.14, -0.25, -0.08, 0.08, 0.82, 1.32, -0.06, 0.08, 0.10, 0.09, -0.08, -0.50, -0.06, 0.09, 0.07, -0.17, -0.40, -0.01, -0.25, 0.01, 0.01, 0.08, -0.05]
}